# C18H22AuI2N4O3S

A molecular structure, C18H22AuI2N4O3S at a distorted geometry (ωB97M-V/def2-TZVPD, the OMol25 dataset).

Cartesian coordinates (Å):
Au -1.219 -1.022 -0.435
I -1.733 -0.281 2.706
I -4.199 -0.569 0.147
S 1.167 -0.891 0.467
O -2.581 -3.133 1.772
O -0.402 -2.783 -2.075
O -1.195 1.037 -0.627
N 3.032 0.868 -0.103
N -1.926 -5.092 0.807
N -1.489 -3.040 -0.194
N 0.942 1.757 -0.104
C -2.250 3.515 -0.192
C -2.760 4.798 -0.153
C -2.474 -5.846 1.911
C -0.862 -3.597 -1.267
C 3.510 2.915 -1.466
C -0.528 5.682 -0.092
C -1.333 -5.705 -0.240
C -1.900 5.884 -0.119
C 1.716 0.704 -0.004
C -0.806 -5.033 -1.293
C -0.357 1.919 -0.292
C -2.032 -3.703 0.845
C 3.588 2.209 -0.117
C -0.009 4.402 -0.121
C 3.978 -0.958 -1.485
C 3.932 -0.266 -0.125
C -0.867 3.303 -0.188
C -3.803 -0.562 2.261
H 3.035 2.793 0.623
H 3.591 -0.989 0.629
H -3.539 -5.633 2.017
H -1.981 -5.555 2.839
H 1.058 4.248 -0.103
H -2.326 -6.904 1.721
H 0.138 6.529 -0.050
H 4.360 -0.287 -2.249
H -0.347 -5.551 -2.117
H 4.630 2.128 0.197
H -2.297 6.886 -0.116
H 2.475 3.057 -1.760
H 4.024 2.356 -2.242
H 2.990 -1.304 -1.778
H -2.921 2.670 -0.230
H -4.371 0.250 2.711
H 3.987 3.888 -1.364
H 4.930 0.080 0.149
H -3.826 4.958 -0.154
H -4.086 -1.533 2.660
H -1.300 -6.783 -0.181
H 4.638 -1.818 -1.421

Computed properties:
- HOMO-LUMO gap (alpha / beta) (eV) = 5.422 / 5.422
- F_max (eV/A) = 1.931
- HOMO (alpha / beta) (eV) = -11.6 / -11.6
- charge = +1
- molecular weight (u) = 825.24